# 1
DFT (ωB97M-V/def2-TZVPD) results for a molecular structure, C17H17BN8O6W in a non-equilibrium geometry.

Each line ends with the Löwdin spin population.
Atoms and positions in Å:
H1 -2.79 -1.22 0.44  0.00
N1 -2.31 0.39 -0.83  0.03
B1 -2.31 2.43 -2.38  0.01
N2 -3.05 1.28 -1.63  0.02
C1 -4.33 0.97 -1.50  0.04
W1 -0.36 0.79 -0.78  1.77
H2 -5.05 1.53 -2.03  0.00
C2 -4.46 -0.13 -0.64  0.02
H3 -5.36 -0.64 -0.36  0.00
C3 -3.18 -0.47 -0.23  0.01
H4 -3.07 3.09 -3.03  0.00
C4 2.48 -0.56 -0.07  0.03
H5 3.09 -0.41 0.84  0.00
H6 1.48 0.12 0.06  0.01
H7 3.09 -0.07 -0.86  0.00
N3 -1.24 1.76 -3.33  0.02
N4 -1.58 3.33 -1.33  0.02
N5 -0.25 0.94 -2.79  0.02
N6 -0.65 2.74 -0.45  0.01
C5 -1.08 1.78 -4.66  0.01
C6 -1.69 4.61 -0.98  0.00
H8 -1.77 2.33 -5.28  0.00
H9 -2.35 5.24 -1.52  0.00
C7 0.03 0.98 -4.99  0.00
C8 -0.85 4.89 0.09  0.00
C9 0.53 0.46 -3.81  0.01
C10 -0.19 3.70 0.41  0.01
H10 0.42 0.79 -5.97  0.00
H11 -0.70 5.83 0.58  0.00
H12 1.34 -0.20 -3.57  0.00
H13 0.55 3.42 1.14  0.00
H14 2.41 -1.66 -0.33  0.00
O1 0.26 0.51 3.57  -0.03
C11 0.06 -0.34 2.68  0.00
O2 -0.75 -0.29 1.69  -0.03
C12 0.91 -1.62 2.78  0.00
C13 0.71 -2.75 1.96  0.00
C14 1.63 -3.82 1.98  0.00
C15 2.72 -3.83 2.86  0.00
C16 2.87 -2.74 3.74  0.00
C17 1.97 -1.64 3.70  0.00
N7 3.98 -2.76 4.64  0.00
O3 4.78 -3.73 4.51  0.00
O4 4.14 -1.87 5.49  0.00
N8 1.54 -4.75 0.87  0.00
O5 0.59 -4.55 0.07  0.00
O6 2.37 -5.66 0.72  0.00
H15 -0.10 -2.79 1.24  0.00
H16 3.46 -4.62 2.86  0.00
H17 2.08 -0.81 4.39  0.00

2S+1 = 3
⟨S²⟩ = 2.04
E_tot = -1638.57268 Eh
highest occupied orbital energy (alpha / beta) = -14.81 / -14.81 eV
max |F| = 4.2 eV Å⁻¹
HOMO-LUMO gap (alpha / beta) = 4.17 / 5.15 eV
charge = +2



# 2
DFT (ωB97M-V/def2-TZVPD) results for a molecular structure, C17H17Cl5N6O7Zn in a non-equilibrium geometry.

Each line ends with the Mulliken charge.
Atoms and positions in Å:
Zn1 -0.58 -0.01 0.02  0.75
O1 -1.46 -1.73 5.15  -0.56
C1 -0.35 -1.05 5.14  0.37
O2 0.53 -1.21 5.97  -0.67
C2 -0.17 -0.07 4.04  0.71
C3 0.83 0.87 3.95  -0.75
N1 0.72 1.42 2.73  0.11
N2 -0.27 0.89 2.02  -0.21
C4 -0.83 -0.02 2.80  -0.19
C5 -2.01 -0.78 2.24  0.96
O3 -2.74 -1.38 3.05  -0.78
O4 -2.17 -0.68 0.99  -0.54
H1 -2.05 -1.55 4.32  0.47
H2 1.56 1.17 4.68  0.56
H3 1.25 2.19 2.33  0.06
N3 1.73 0.16 -0.12  -0.21
C6 2.36 -1.05 0.40  0.32
C7 3.69 -1.29 -0.36  -0.78
C8 4.59 -2.49 -0.03  -1.22
C9 4.95 -2.67 1.45  -0.74
N4 3.82 -3.32 2.07  -0.14
C10 3.45 -3.33 3.33  0.84
N5 2.29 -3.91 3.64  -0.44
N6 4.20 -2.78 4.30  -0.40
C11 1.29 -2.18 0.31  0.52
O5 1.59 -3.32 0.74  -0.95
O6 0.17 -1.86 -0.15  -0.83
H4 1.70 0.13 -1.13  0.25
H5 2.21 1.02 0.12  0.14
H6 2.57 -0.91 1.47  0.23
H7 4.27 -0.38 -0.22  0.37
H8 3.45 -1.37 -1.42  0.41
H9 5.51 -2.35 -0.60  0.47
H10 4.14 -3.42 -0.37  0.38
H11 5.17 -1.70 1.91  0.43
H12 5.84 -3.30 1.54  0.45
H13 3.04 -3.57 1.39  0.28
H14 1.68 -4.17 2.88  0.27
H15 1.86 -3.71 4.54  0.23
H16 5.17 -2.58 4.13  0.22
H17 3.90 -2.88 5.25  0.21
Cl1 -3.08 6.51 0.52  -0.20
C12 -2.32 5.03 0.07  0.59
C13 -0.94 4.89 0.18  -0.32
Cl2 0.01 6.20 0.77  -0.19
C14 -0.34 3.69 -0.19  1.04
Cl3 1.36 3.49 0.06  -0.24
C15 -1.07 2.61 -0.71  -0.61
O7 -0.47 1.51 -1.09  -0.95
C16 -2.47 2.78 -0.78  0.85
Cl4 -3.39 1.44 -1.34  -0.16
C17 -3.08 3.96 -0.39  -0.22
Cl5 -4.79 4.11 -0.48  -0.18

E_tot = -5593.72225 Eh
highest occupied orbital energy = -8.06 eV
max |F| = 1.0 eV Å⁻¹
HOMO-LUMO gap = 7.66 eV
relative energy (zero: lowest compared OMol25 entry of this formula, charge and spin) = 0.00 kJ/mol



# 3
DFT (ωB97M-V/def2-TZVPD) results for a molecular structure, C17H17ClCrINO in a non-equilibrium geometry.

Each line ends with the Löwdin spin population.
Atoms and positions in Å:
C1 0.50 3.00 0.84  -0.02
C2 1.46 2.42 -1.78  -0.05
C3 1.73 2.15 1.15  -0.16
H1 0.08 3.43 1.76  -0.01
C4 2.51 1.56 -1.49  -0.07
H2 0.95 2.33 -2.74  0.00
H3 1.74 1.81 2.21  0.00
H4 2.78 0.76 -2.19  -0.01
C5 3.11 2.65 0.78  -0.02
H5 3.82 2.37 1.59  0.00
H6 3.22 3.74 0.67  0.00
C6 0.65 4.12 -0.14  0.00
H7 1.07 4.93 0.46  0.00
H8 -0.33 4.45 -0.50  0.00
C7 1.53 3.86 -1.37  -0.01
H9 2.54 4.24 -1.22  0.00
H10 1.17 4.50 -2.18  0.00
C8 3.64 1.92 -0.51  -0.01
H11 4.36 2.55 -1.07  0.00
H12 4.16 0.98 -0.20  0.00
Cr1 0.74 0.91 -0.34  2.43
H13 -0.37 2.36 0.56  0.00
Cl1 -2.97 -5.01 -1.33  0.09
C9 -1.80 -3.79 -1.36  0.28
C10 -0.68 -3.93 -2.21  0.05
C11 0.31 -2.95 -2.23  0.22
I1 1.91 -3.17 -3.54  0.04
C12 0.27 -1.81 -1.36  0.21
O1 1.23 -0.96 -1.31  0.23
C13 -0.92 -1.64 -0.52  0.10
N1 -0.94 -0.51 0.24  0.21
C14 -1.94 -0.42 1.14  0.18
C15 -3.02 -1.32 1.19  0.07
C16 -3.05 -2.41 0.35  0.22
C17 -1.96 -2.65 -0.49  0.01
H14 -0.63 -4.81 -2.85  0.00
H15 -1.91 0.40 1.87  0.01
H16 -3.87 -1.14 1.89  0.00
H17 -3.89 -3.13 0.31  0.01

2S+1 = 5
⟨S²⟩ = 6.24
E_tot = -2590.19697 Eh
highest occupied orbital energy (alpha / beta) = -5.38 / -7.12 eV
max |F| = 2.8 eV Å⁻¹
HOMO-LUMO gap (alpha / beta) = 5.62 / 4.87 eV